*P*
Entry from the OMol25 dataset: a molecular structure, C8H26N12O12Pb (the ωB97M-V functional and the def2-TZVPD basis).

- gap between HOMO and LUMO (eV) = 7.60

The geometry in XYZ format:
```
59
Properties=species:S:1:pos:R:3:mulliken_charge:R:1
Pb -0.4913 0.1719 -0.3488 2.904
O -2.6386 -0.9791 -3.3831 -0.495
C -2.8888 -1.4766 -2.1399 0.534
O -2.8690 -0.6240 -1.1883 -0.707
O -3.2457 -2.6659 -2.0054 -0.823
H -2.6771 -0.0308 -3.1553 0.326
O 3.5982 2.1873 0.2493 -0.504
C 2.4717 2.5614 -0.4490 0.463
O 1.5797 1.7411 -0.7224 -0.713
O 2.5047 3.7740 -0.8196 -0.828
H 3.9809 3.0830 0.3016 0.287
C -0.9494 2.5738 -2.9204 0.435
O -1.1184 1.4861 -2.3804 -0.233
N -1.7002 2.9732 -3.9875 -0.430
N 0.0236 3.4817 -2.6056 -0.300
H -1.5275 3.8272 -4.4768 0.148
H -2.3383 2.3225 -4.4119 0.215
H 0.6693 3.0840 -1.9227 0.079
H 0.1145 4.4076 -2.9606 0.147
C 2.0941 -2.1493 0.9445 0.418
O 1.4425 -1.2580 0.4298 -0.260
N 2.2209 -2.2272 2.3088 -0.367
N 2.7246 -3.1765 0.3015 -0.422
H 1.7944 -1.5173 2.8766 0.130
H 2.8743 -2.8754 2.7040 0.152
H 3.3462 -3.7759 0.8113 0.145
H 2.8329 -3.2171 -0.6942 0.171
C -1.9960 3.0269 1.3044 0.457
O -1.8355 2.1342 0.4591 -0.589
N -0.9826 3.7576 1.7987 -0.377
N -3.1938 3.2544 1.8630 -0.460
H -1.0116 4.1302 2.7301 0.214
H -0.0468 3.6383 1.4429 0.178
H -3.3382 3.7953 2.6931 0.149
H -3.9740 2.7155 1.5254 0.249
C -1.4195 -2.8674 1.3536 0.456
O -1.5350 -1.6400 1.4873 -0.619
N -1.0720 -3.7137 2.3488 -0.367
N -1.7872 -3.4775 0.1995 -0.177
H -1.0607 -4.7041 2.2074 0.152
H -0.6129 -3.3325 3.1557 0.231
H -1.8107 -4.4789 0.1984 0.158
H -2.2731 -2.9516 -0.5338 0.142
C 1.0317 -1.9369 -2.7952 0.357
O 0.1673 -1.1447 -2.4167 -0.352
N 2.1880 -1.5395 -3.3683 -0.476
N 0.8569 -3.2778 -2.6850 -0.383
H 2.4657 -0.5755 -3.2872 0.247
H 2.9032 -2.2466 -3.3750 0.190
H -0.0717 -3.5861 -2.4408 0.231
H 1.4374 -3.9734 -3.1160 0.198
C 0.5465 0.9383 3.1581 0.191
O 0.3190 0.8279 1.9560 -0.480
N 1.5535 1.6900 3.6653 -0.382
N -0.1240 0.1172 4.0041 -0.378
H 2.1627 2.0772 2.9600 0.268
H 1.5514 2.0030 4.6168 0.181
H -0.1138 0.1599 5.0060 0.141
H -0.7526 -0.5217 3.5291 0.182
```

***

*Q*
Entry from the OMol25 dataset: a molecular structure, C8H26N12O12Pb (the ωB97M-V functional and the def2-TZVPD basis).

- gap between HOMO and LUMO (eV) = 2.82

The geometry in XYZ format:
```
59
Properties=species:S:1:pos:R:3:mulliken_charge:R:1
Pb 0.0312 0.0082 -1.0394 1.382
O 1.2714 -4.3361 -5.7285 -0.446
C 2.1999 -3.3471 -5.5000 0.654
O 3.2287 -3.2656 -6.1797 -0.624
O 2.0151 -2.5320 -4.5833 -0.604
H 1.7365 -4.8866 -6.3627 0.300
O 2.1172 5.7286 -3.4332 -0.447
C 2.9292 4.6539 -3.6042 0.662
O 2.5810 3.5093 -3.2487 -0.597
O 3.9606 4.7189 -4.2456 -0.595
H 2.6064 6.3442 -3.9839 0.311
C 3.7343 1.3266 3.6667 0.695
O 2.9685 1.3990 2.7164 -0.690
N 4.9330 0.9310 3.5589 -0.367
N 3.3550 1.6159 4.8802 -0.406
H 5.4254 0.9161 4.4406 0.151
H 5.3615 0.7377 2.6650 0.227
H 2.4263 2.0119 4.9091 0.221
H 3.9050 1.4132 5.7027 0.168
C -1.8523 -0.8627 4.6035 0.652
O -1.9160 -0.8339 3.3902 -0.658
N -2.6965 -0.1997 5.3022 -0.417
N -1.0348 -1.5887 5.3365 -0.378
H -3.4446 0.2948 4.8377 0.246
H -2.8215 -0.5444 6.2433 0.173
H -0.2822 -2.1314 4.9375 0.221
H -1.0968 -1.4298 6.3320 0.159
C -3.3972 -4.7488 -2.2100 0.620
O -2.7787 -3.8133 -1.7142 -0.652
N -3.2098 -5.2024 -3.4397 -0.422
N -4.4920 -5.2252 -1.6588 -0.437
H -3.6621 -6.0190 -3.8252 0.193
H -2.3428 -4.7684 -3.7228 0.262
H -5.1560 -5.7813 -2.1784 0.195
H -4.7591 -4.6015 -0.9107 0.238
C 2.8810 -4.0489 2.5015 0.622
O 2.2526 -3.5654 1.6317 -0.659
N 4.1953 -4.1118 2.5261 -0.392
N 2.3172 -4.7128 3.3435 -0.305
H 4.7391 -4.5618 3.2485 0.141
H 4.7457 -3.6222 1.8351 0.213
H 1.3873 -5.1070 3.3448 0.244
H 2.9762 -5.1226 3.9900 0.143
C -3.4176 2.5469 -4.9273 0.658
O -2.6779 1.8704 -4.2783 -0.652
N -4.4590 3.1590 -4.4392 -0.382
N -3.1236 2.6463 -6.2011 -0.416
H -5.0167 3.7354 -5.0530 0.172
H -4.6361 3.0583 -3.4500 0.225
H -2.1481 2.4540 -6.3784 0.230
H -3.7027 3.1177 -6.8813 0.165
C -1.2574 4.9974 1.3774 0.690
O -1.6391 4.0594 0.7174 -0.692
N -0.6302 6.0343 0.8610 -0.365
N -1.3297 4.9267 2.6520 -0.364
H -0.3316 6.7900 1.4609 0.145
H -0.2793 6.0782 -0.0851 0.226
H -1.5982 4.0886 3.1476 0.215
H -1.0909 5.7985 3.1026 0.147
```

***

*P* (332.2 kcal/mol below the next structure)

***

*P*
Entry from the OMol25 dataset: 32 unconnected molecules or ions with the total composition H64O32 (the ωB97M-V functional and the def2-TZVPD basis).

- gap between HOMO and LUMO (eV) = 10.72

The geometry in XYZ format:
```
96
Properties=species:S:1:pos:R:3:mulliken_charge:R:1
O -3.2196 -1.7333 3.3271 -0.651
H -3.3693 -1.9754 4.2452 0.253
H -2.3187 -2.0303 3.0151 0.394
O 3.7282 0.0645 3.6856 -0.627
H 2.8020 0.3881 3.8284 0.412
H 4.1487 0.1121 4.5509 0.292
O 1.3649 5.3431 0.8616 -0.613
H 1.3574 4.7269 0.1119 0.356
H 2.0532 5.9694 0.6239 0.261
O 1.2347 -4.5886 1.8898 -0.705
H 1.5826 -3.7572 2.1700 0.289
H 0.2654 -4.5370 1.9602 0.338
O 2.9176 -0.4883 -3.3049 -0.765
H 3.1106 -1.1787 -2.6444 0.391
H 1.9534 -0.5330 -3.2591 0.319
O -0.8872 -4.5919 -1.7416 -0.585
H -1.8601 -4.4735 -1.6772 0.270
H -0.7134 -5.5158 -1.8933 0.276
O -0.8197 2.3326 4.1175 -0.676
H -0.8225 3.2727 3.9189 0.259
H -1.6123 1.9705 3.7108 0.433
O -0.6194 1.9156 -4.0312 -0.537
H -0.5272 1.0529 -4.4675 0.300
H -0.1900 2.5330 -4.6399 0.257
O -5.0087 0.5749 -1.1817 -0.779
H -5.1682 -0.2701 -0.7115 0.327
H -4.7065 1.2138 -0.5651 0.427
O 1.1001 0.8354 3.4891 -0.667
H 0.3293 1.4049 3.7389 0.384
H 0.8625 0.2777 2.7224 0.261
O -1.4554 -4.8820 1.5405 -0.693
H -1.5192 -5.5803 0.8485 0.334
H -1.8820 -4.1465 1.1584 0.263
O -0.3795 -0.9641 -4.1480 -0.563
H -1.1987 -1.1177 -3.6301 0.220
H -0.0546 -1.8014 -4.4837 0.282
O 3.6669 2.1829 -2.8277 -0.699
H 3.4383 1.2378 -2.8155 0.440
H 4.3860 2.2452 -3.4644 0.281
O -1.2451 1.5077 -1.2472 -0.356
H -1.6531 1.5639 -2.1415 0.262
H -0.3406 1.7894 -1.4113 0.065
O -2.6711 1.0637 2.4850 -0.661
H -3.4647 1.6217 2.5423 0.288
H -2.8134 0.2116 2.9496 0.309
O 5.2063 2.5012 -0.2896 -0.615
H 4.8599 2.4637 -1.1897 0.358
H 5.4413 3.4327 -0.1309 0.299
O 2.0014 4.8388 4.5280 -0.639
H 1.0661 4.7934 4.3583 0.330
H 2.4203 4.9320 3.6685 0.306
O -3.2054 -0.3229 -3.0397 -0.548
H -3.7426 0.1795 -3.6421 0.256
H -3.6803 -0.1426 -2.2070 0.302
O -4.6618 -1.8063 0.6577 -0.773
H -3.8292 -1.4519 0.2196 0.139
H -4.3943 -1.7470 1.5936 0.324
O 2.9405 -5.3795 -0.1868 -0.716
H 3.2391 -6.1119 0.3923 0.308
H 2.2874 -4.9306 0.4085 0.378
O -0.9769 5.1419 2.5933 -0.529
H -1.7623 5.5188 2.1968 0.263
H -0.3003 5.3347 1.9680 0.316
O -0.5992 -1.7671 1.9787 -0.700
H -1.1695 -1.2693 1.3735 0.465
H -0.1383 -2.2886 1.3484 0.118
O 1.3917 -3.3081 -4.6787 -0.622
H 1.6273 -3.9926 -4.0433 0.290
H 2.2358 -2.9430 -5.0233 0.312
O 2.4933 2.3441 1.2715 -0.434
H 2.1064 1.9553 2.0488 0.174
H 3.4362 2.1599 1.3666 0.279
O -3.3727 -3.4011 -1.4308 -0.654
H -4.1875 -3.4011 -0.9162 0.295
H -3.5111 -2.8532 -2.2217 0.245
O -1.4015 4.4814 -0.6138 -0.651
H -1.2765 3.5384 -0.4608 0.355
H -0.8245 4.6198 -1.4112 0.314
O -3.8079 2.3578 0.5249 -0.825
H -2.8656 2.2870 0.2790 0.335
H -4.1764 3.1089 0.0493 0.305
O -1.8080 -0.9715 -0.3321 0.554
H -1.6032 -0.0433 -0.6079 0.101
H -1.1135 -1.5281 -0.6299 -0.011
O 0.3460 -2.5663 -0.5884 0.016
H -0.0742 -3.3648 -0.9619 0.193
H 1.3217 -2.5956 -0.8291 0.069
O 3.2339 -0.7285 0.5096 -0.557
H 4.0585 -0.5908 0.9743 0.216
H 2.7607 0.1010 0.6572 0.202
O 2.8774 -2.6975 -1.2577 -0.624
H 2.9476 -3.6393 -0.9838 0.362
H 3.0516 -2.1578 -0.4671 0.458
O 1.3904 3.0129 -1.4273 -0.583
H 1.7751 2.7058 -0.5859 0.220
H 2.1851 2.9445 -2.0146 0.352
```

***

*Q*
Entry from the OMol25 dataset: 32 unconnected molecules or ions with the total composition H64O32 (the ωB97M-V functional and the def2-TZVPD basis).

- gap between HOMO and LUMO (eV) = 10.65

The geometry in XYZ format:
```
96
Properties=species:S:1:pos:R:3:mulliken_charge:R:1
O -4.7607 0.1343 1.3114 -0.747
H -5.0529 -0.6330 0.7920 0.397
H -5.0141 0.0257 2.2277 0.250
O -5.4041 -2.3348 0.6233 -0.762
H -5.0172 -2.8789 -0.0809 0.426
H -4.7399 -2.3712 1.2953 0.300
O 5.6169 -0.3477 2.9325 -0.596
H 4.8930 -0.5702 3.5488 0.369
H 6.3624 -0.1749 3.4574 0.251
O 4.4937 -3.6652 0.6774 -0.633
H 5.1442 -3.7795 1.3670 0.292
H 3.6451 -3.8941 1.0478 0.286
O -4.1954 -3.7010 -1.2726 -0.672
H -3.2707 -3.3738 -1.3580 0.360
H -4.2025 -4.6758 -1.2754 0.314
O 0.3449 -3.7325 3.2649 -0.604
H 0.4653 -4.5343 3.7630 0.233
H 1.0233 -3.6250 2.5853 0.380
O -3.7327 1.6669 3.7233 -0.552
H -3.3904 1.2184 4.5113 0.291
H -3.1299 2.4193 3.5668 0.285
O 3.8503 1.7375 1.7474 -0.820
H 2.8920 1.6818 1.8537 0.344
H 4.1572 0.8239 1.8360 0.421
O 0.6733 0.7507 -4.3245 -0.636
H 0.5359 1.4532 -4.9577 0.279
H 0.0575 0.9658 -3.6171 0.363
O 0.5921 -3.1694 -1.9390 -0.700
H -0.1281 -2.5007 -1.8721 0.510
H 1.4201 -2.6691 -1.7496 0.387
O -1.7517 -1.0210 -5.0636 -0.682
H -1.3843 -1.9565 -5.1126 0.318
H -0.9415 -0.4811 -4.9966 0.359
O -1.4792 3.0164 0.7481 -0.804
H -2.3914 2.9283 1.0177 0.143
H -1.5398 2.6307 -0.1440 0.293
O -1.1027 5.2415 -0.7165 -0.734
H -0.3418 5.6276 -0.2829 0.304
H -1.3206 4.4956 -0.1512 0.512
O 0.7599 3.1631 2.5062 -0.614
H 1.0138 4.0923 2.6788 0.275
H 0.1189 3.1706 1.7373 0.389
O 2.7172 -0.6742 0.9870 0.110
H 2.0705 -0.1697 0.4298 -0.062
H 3.1896 -1.2267 0.3438 0.277
O -2.8605 -3.3693 1.8633 -0.581
H -2.0268 -3.1274 1.4801 0.200
H -2.6227 -3.3345 2.8040 0.285
O 0.5504 0.9021 -0.3895 0.221
H -0.1489 0.8454 0.3119 -0.120
H 0.0542 1.1080 -1.1546 0.021
O 0.2568 -3.3680 -4.9903 -0.648
H 1.1067 -3.3503 -5.4339 0.295
H 0.4601 -3.0770 -4.0784 0.366
O -1.1942 1.9974 -2.2672 -0.652
H -2.0220 1.7625 -2.7134 0.208
H -0.6969 2.7199 -2.6662 0.414
O 0.0563 4.1165 -3.0604 -0.610
H 0.9670 4.3898 -3.1443 0.257
H -0.3240 4.6164 -2.3362 0.389
O 1.6769 -2.9785 1.0616 -0.343
H 1.3176 -3.2671 0.1987 0.251
H 1.9558 -2.0540 1.0236 0.240
O -0.0365 1.3202 4.6795 -0.667
H 0.1200 2.0775 4.1013 0.340
H 0.6727 1.3634 5.3465 0.288
O 3.0800 -1.9215 -1.4571 -0.723
H 3.7623 -2.4857 -1.0608 0.278
H 3.5812 -1.2592 -1.9844 0.323
O -3.2416 0.2703 -3.2204 -0.553
H -4.1327 0.6446 -3.1798 0.228
H -3.1320 -0.1905 -4.0868 0.286
O -4.4622 2.8425 0.5690 -0.570
H -5.2219 3.3978 0.4635 0.275
H -4.7462 1.9435 0.8580 0.378
O 3.6389 0.4126 -3.2022 -0.745
H 3.4866 0.9699 -2.4258 0.398
H 2.8147 0.2935 -3.6995 0.303
O 2.8157 4.8155 -2.2572 -0.621
H 3.4952 5.4469 -2.0812 0.282
H 3.0646 4.0291 -1.7553 0.373
O 3.2662 -1.6134 3.7852 -0.700
H 2.8621 -1.1748 2.9844 0.230
H 2.6081 -1.4334 4.4854 0.311
O -0.0530 -0.9939 3.2946 -0.525
H 0.3212 -1.8226 3.5706 0.213
H -0.1126 -0.3893 4.0486 0.261
O 2.9865 2.1666 -0.8813 -0.845
H 3.3645 1.8924 -0.0267 0.381
H 2.0587 1.9434 -0.8208 0.386
O -1.8288 -1.9120 -1.6210 -0.697
H -1.9722 -1.6037 -0.7295 0.226
H -2.1951 -1.1669 -2.1222 0.261
O -1.6379 -0.6232 1.0729 0.040
H -1.0960 -0.7954 1.8821 0.063
H -2.3818 -0.0593 1.2950 0.223
```

***

*Q* (10.5 kcal/mol below the next structure)